{
  "formula": "C5H12N4",
  "method": "ωB97M-V with the def2-TZVPD basis set",
  "elements": ["C", "C", "C", "C", "C", "N", "N", "N", "N", "H", "H", "H", "H", "H", "H", "H", "H", "H", "H", "H", "H"],
  "positions_angstrom": [[1.154, 0.597, 0.012], [1.766, 1.873, 0.033], [2.447, -1.511, 0.080], [-2.108, 1.514, 0.339], [-2.184, -1.685, -0.444], [0.074, -1.390, -0.173], [1.245, -0.675, -0.058], [-1.126, 0.471, 0.043], [-1.074, -0.778, -0.156], [2.763, 2.072, 0.590], [2.150, 2.304, -1.089], [1.144, 2.679, 0.348], [3.272, -1.031, -0.579], [2.785, -1.415, 1.156], [2.141, -2.582, -0.156], [-3.186, 1.170, 0.133], [-2.068, 1.657, 1.462], [-1.907, 2.597, -0.187], [-2.951, -1.387, -1.147], [-1.785, -2.697, -0.758], [-2.552, -1.782, 0.550]],
  "atomic_forces_ev_per_a": [[-1.93, -0.70, 0.25], [3.17, 2.17, -2.82], [2.24, -0.31, 0.17], [-1.69, 1.27, 0.36], [-0.08, -2.40, 0.40], [-0.35, -2.33, -0.59], [-3.13, 2.61, 0.41], [4.25, 1.04, -0.46], [2.17, 1.82, -0.92], [-1.47, -1.20, -0.20], [-1.32, -1.65, 2.43], [-0.94, 0.42, 0.53], [-1.44, -1.22, 0.89], [-0.46, -0.26, -1.18], [0.55, 1.60, 0.06], [1.61, 0.44, -0.08], [0.08, -0.01, -1.19], [-0.18, -3.11, 0.99], [0.26, 0.89, -0.11], [-0.18, 1.46, 0.38], [-1.17, -0.52, 0.67]],
  "orbital_gap_ev": 7.69,
  "lumo_ev": -10.92,
  "charge": 2,
  "de_lowest_ev": 7.7009
}

=====

{
  "formula": "C5H10O3",
  "method": "ωB97M-V with the def2-TZVPD basis set",
  "elements": ["C", "C", "C", "C", "C", "O", "O", "O", "H", "H", "H", "H", "H", "H", "H", "H", "H", "H"],
  "positions_angstrom": [[-0.904, 0.840, 0.741], [0.806, 0.706, 0.285], [-1.882, -0.281, 0.498], [0.886, -0.330, -0.685], [0.328, -0.749, -1.799], [2.527, -0.639, -0.382], [2.558, -1.624, 0.685], [-1.481, 2.030, 0.244], [2.774, -2.402, 0.147], [-0.934, 2.783, 0.514], [-0.770, 0.957, 1.822], [1.282, 0.520, 1.250], [1.111, 1.676, -0.112], [-2.805, -0.097, 1.061], [-2.212, -0.323, -0.543], [-1.486, -1.242, 0.833], [-0.645, -0.381, -2.108], [0.848, -1.443, -2.450]],
  "atomic_forces_ev_per_a": [[2.36, 1.01, 0.57], [-5.32, 0.93, 1.77], [-0.13, -0.13, -0.17], [4.97, -0.52, -0.32], [0.33, -0.14, 0.29], [-2.67, -0.90, -1.07], [0.01, 0.30, -0.81], [0.11, 0.30, -0.31], [-0.08, 0.02, 0.35], [-0.22, -0.32, -0.10], [-0.19, -0.15, 0.07], [0.18, -0.29, -0.51], [-0.01, -0.10, 0.00], [0.29, 0.16, 0.11], [0.31, -0.17, 0.02], [0.03, 0.04, -0.23], [0.09, -0.11, 0.19], [-0.04, 0.07, 0.13]],
  "orbital_gap_ev": 9.98,
  "smiles": "C=C(C[C@H](C)O)OO",
  "lumo_ev": 0.74,
  "charge": 0,
  "de_lowest_ev": 6.1764
}

=====

{
  "formula": "C2H5N3O",
  "method": "ωB97M-V with the def2-TZVPD basis set",
  "elements": ["C", "C", "N", "N", "N", "O", "H", "H", "H", "H", "H"],
  "positions_angstrom": [[-2.309, -0.482, -0.089], [-1.060, -0.117, -0.331], [-0.544, 1.007, 0.066], [0.426, 1.653, 0.097], [2.143, 0.270, 0.135], [2.300, -0.988, -0.397], [-2.720, -1.574, -0.238], [-3.133, 0.104, 0.294], [-0.413, -0.952, -0.592], [2.422, 0.190, 1.225], [2.889, 0.888, -0.170]],
  "atomic_forces_ev_per_a": [[-2.42, -2.18, -0.02], [-0.90, -5.61, -0.14], [1.87, 5.79, 0.06], [-0.07, -2.35, 0.66], [1.46, -1.68, 2.68], [-0.88, 1.83, 0.31], [1.49, 2.20, -0.12], [0.39, 0.71, 0.16], [0.56, 0.50, -0.42], [-1.43, 0.42, -2.44], [-0.06, 0.37, -0.73]],
  "orbital_gap_ev": [5.83, 5.85],
  "lumo_ev": [-1.13, -1.12],
  "charge": 0,
  "de_lowest_ev": 8.0547
}